ORCA calculation (ωB97M-V with the def2-TZVPD basis set) on a cluster of 7 separate species, C14H46N4O6 in total in a non-equilibrium geometry.

The calculated total energy is -33504.9121 eV. Its gap between HOMO and LUMO is 6.8 eV.

Structure (ORCA input):
```
! RIJCOSX wB97M-V def2-TZVPD def2/J DEFGRID3
* xyz 0 1
N 0.3504 -0.3316 -0.4033
H -0.1108 -0.3710 -1.3010
H 0.5481 0.6367 -0.1953
H 1.2696 -0.7453 -0.4677
H -0.0805 -0.7768 0.3943
C -3.5808 -1.4099 1.7589
C -2.1934 -1.1153 2.2525
O -1.2676 -1.6590 1.3809
H -3.8752 -2.4440 1.9376
H -3.7976 -1.2659 0.7005
H -4.3611 -0.8776 2.3030
H -2.0543 -1.4076 3.2934
H -2.0068 -0.0427 2.2015
O 1.3977 -1.5903 2.6311
H 0.5760 -1.1228 2.7807
H 1.1371 -2.3983 2.1889
O -0.4790 -2.1741 -2.6547
H -0.2880 -2.8202 -3.3347
H -0.9232 -2.6720 -1.9685
C -2.4872 2.4409 -3.6335
C -1.9557 1.8195 -2.3068
C -2.9586 0.9511 -1.5364
O -3.8537 2.0038 -1.0337
C -4.8514 1.5767 -0.1525
N -0.6645 1.0940 -2.4536
H -1.6990 2.8945 -4.2345
H -3.2472 3.1832 -3.3895
H -2.9004 1.7466 -4.3651
H -1.5751 2.5936 -1.6406
H -2.4692 0.4266 -0.7158
H -3.5620 0.2263 -2.0829
H -5.6075 0.9790 -0.6616
H -5.4202 2.4157 0.2482
H -4.3746 0.9831 0.6275
H 0.0499 1.7683 -2.6884
H -0.6759 0.4123 -3.1987
C 1.6150 3.7770 1.9933
C 0.7878 2.6255 1.6003
C -0.6075 3.1547 1.0930
O -1.3240 3.7321 2.2066
C -2.1639 2.8570 3.0820
N 1.5854 1.8836 0.6208
H 2.6331 3.6141 2.3468
H 1.1578 4.2618 2.8558
H 1.5680 4.6134 1.2959
H 0.5175 2.0203 2.4656
H -1.3056 2.3643 0.8175
H -0.4462 3.9436 0.3583
H -1.6951 1.9829 3.5340
H -2.9320 2.3704 2.4808
H -2.7369 3.3837 3.8451
H 1.6390 2.3568 -0.2699
H 2.5482 1.8876 0.9258
C 1.7867 -3.9499 -0.7969
C 2.9516 -3.0641 -0.2155
C 4.3648 -3.5785 -0.5739
O 5.3096 -2.7184 -0.0424
C 6.6648 -2.8692 -0.5463
N 2.6902 -1.7992 -0.8837
H 1.6327 -3.9576 -1.8759
H 0.8303 -3.6929 -0.3415
H 2.1111 -4.9635 -0.5614
H 2.7295 -2.9863 0.8488
H 4.4658 -3.5645 -1.6591
H 4.3674 -4.5739 -0.1297
H 6.8856 -3.9365 -0.5636
H 7.3755 -2.2388 -0.0120
H 6.6585 -2.5287 -1.5818
H 3.5917 -1.3756 -0.7169
H 2.7351 -1.9585 -1.8800
*
```


ORCA calculation (ωB97M-V with the def2-TZVPD basis set) on a cluster of 2 separate species, C3H9NO in total in a non-equilibrium geometry.

The calculated total energy is -6792.5210 eV. Its gap between HOMO and LUMO is 10.5 eV.

Structure (ORCA input):
```
! RIJCOSX wB97M-V def2-TZVPD def2/J DEFGRID3
* xyz 0 1
C 1.3936 -2.5369 5.2288
N 2.0188 -3.5008 4.2919
H 1.4426 -2.7012 6.4045
H 0.4184 -2.3564 4.7569
H 2.0759 -1.6995 5.1817
H 2.6576 -4.0767 4.7077
H 1.3123 -4.1986 4.0105
O -0.4124 2.6034 -6.0366
C -1.0895 2.2514 -5.1019
C -1.9984 3.4591 -4.7127
H -1.0679 1.3436 -4.6130
H -1.3590 4.3509 -4.4876
H -2.8115 3.2844 -3.9520
H -2.5805 3.7773 -5.6782
*
```